Record 1
A structure of composition C18H17Cl2N4O6V, computed with ωB97M-V/def2-TZVPD.

Structure (ORCA input):
```
! wB97M-V def2-TZVPD RIJCOSX def2/J DEFGRID3
* xyz 0 3
V 0.1317 -0.1083 -0.2635
C 3.9352 -1.3146 1.1327
C 2.5189 -0.8792 1.3360
O 1.8046 -0.8661 0.2443
C 1.9884 -0.5991 2.5599
C 0.5846 -0.3883 2.7757
C 0.1057 -0.2871 4.1947
N -0.2554 -0.3188 1.7873
N -1.6270 -0.1837 2.1619
C -2.3004 0.0790 1.0952
O -1.7482 0.2355 -0.0878
C -3.7844 0.1186 1.1434
C -4.4595 0.1797 2.3600
C -5.8436 0.1849 2.3818
C -6.5595 0.1251 1.1910
C -5.8895 0.0646 -0.0212
C -4.5007 0.0655 -0.0456
H 3.9737 -2.4053 1.0975
H 4.5777 -0.9750 1.9438
H 4.3105 -0.9385 0.1823
H 2.6230 -0.6387 3.4327
H 0.9463 -0.2595 4.8833
H -0.5293 -1.1413 4.4326
H -0.5159 0.5969 4.3324
H -3.8904 0.2180 3.2793
H -6.3685 0.2367 3.3271
H -7.6420 0.1232 1.2116
H -6.4450 0.0200 -0.9490
H -3.9604 0.0269 -0.9816
O 4.3562 3.6410 -1.5083
C 3.6319 4.1055 -0.5029
O 3.9285 5.0996 0.1090
C 2.4348 3.3120 -0.1002
C 1.6692 3.6346 1.0052
N 0.7041 2.7112 1.1106
N 0.7824 1.8210 0.1181
C 1.8216 2.1608 -0.6221
C 2.0628 1.2730 -1.8248
O 3.0854 1.4587 -2.4719
O 1.1407 0.3996 -2.0225
H 3.9882 2.7877 -1.8573
H 1.7716 4.4513 1.6995
H -0.0204 2.6122 1.8011
Cl -0.5066 -2.4106 -1.2581
C -0.7118 -1.9422 -2.9989
Cl -1.6117 -0.4587 -3.2368
H -1.2491 -2.7655 -3.4498
H 0.2907 -1.8142 -3.3857
*
```

As for the energy above the lowest of the compared OMol25 structures with the same formula, charge and spin: 0.365 eV. The orbital gap (spin up / spin down) is 7.677 / 8.097 eV. For the LUMO energy (spin up / spin down), the calculation gives -0.0139 / -0.0062 Eh.

---

Record 2
The molecule C6H7NO2 in a non-equilibrium geometry, computed with ωB97M-V/def2-TZVPD.

Structure (ORCA input):
```
! wB97M-V def2-TZVPD RIJCOSX def2/J DEFGRID3
* xyz 0 1
C 1.8099 1.2089 0.4260
C 2.0881 -0.1499 -0.1621
O 3.1313 -0.6754 -0.2777
N 0.9733 -0.8668 -0.6034
C -0.3489 -0.5573 -0.4136
C -1.3584 -1.3289 0.2537
C -2.5117 -0.3685 0.2086
C -2.1294 0.7440 -0.3862
O -0.8011 0.7018 -0.7680
H 1.2203 1.8312 -0.2262
H 2.8397 1.4798 0.7590
H 1.2546 1.2486 1.2657
H 1.1403 -1.8669 -0.8640
H -1.3396 -2.3832 0.9530
H -3.3168 -0.7162 0.5655
H -2.6514 1.6988 -0.7303
*
```

As for the energy above the lowest of the compared OMol25 structures with the same formula, charge and spin: 2.097 eV. Its SMILES is CC(=O)Nc1ccco1. The orbital gap is 9.265 eV. For the LUMO energy, the calculation gives 0.0318 Eh.

---

Record 3
The molecule C14H20ClN3O2, computed with ωB97M-V/def2-TZVPD.

Structure (ORCA input):
```
! wB97M-V def2-TZVPD RIJCOSX def2/J DEFGRID3
* xyz 0 1
C -0.9512 -3.6211 -0.0058
C -0.1530 -3.4792 1.2888
C -1.0952 -3.2910 2.4761
C 0.8960 -2.3634 1.1912
C 0.3450 -0.9523 1.0106
N -0.0612 -0.3732 2.2792
C -1.0369 0.5613 2.3740
N -1.4075 0.8831 3.6495
O -1.5754 1.0618 1.3993
C 1.3937 -0.0397 0.3350
O 2.5553 -0.3542 0.1784
N 0.8678 1.1351 -0.0475
C 1.6258 2.1223 -0.7839
C 0.9034 2.5351 -2.0371
C 0.4890 3.8486 -2.2169
C -0.1871 4.2395 -3.3586
C -0.4687 3.3101 -4.3449
C -0.0706 1.9948 -4.1874
C 0.6101 1.6150 -3.0418
Cl 1.1068 -0.0350 -2.8791
H -1.5649 -4.5185 0.0289
H -0.2839 -3.6944 -0.8612
H -1.6121 -2.7708 -0.1553
H 0.4030 -4.4120 1.4424
H -0.5352 -3.2125 3.4060
H -1.7663 -4.1433 2.5576
H -1.6993 -2.3956 2.3541
H 1.5486 -2.5669 0.3401
H 1.5300 -2.3783 2.0816
H -0.5372 -0.9571 0.3612
H 0.4005 -0.7143 3.1056
H -0.8536 0.6147 4.4424
H -2.0300 1.6643 3.7571
H -0.1110 1.3230 0.1509
H 2.5870 1.6543 -1.0245
H 1.8089 3.0028 -0.1574
H 0.7054 4.5742 -1.4465
H -0.4959 5.2670 -3.4764
H -0.9979 3.6059 -5.2379
H -0.2822 1.2599 -4.9479
*
```

As for the energy above the lowest of the compared OMol25 structures with the same formula, charge and spin: 0.173 eV. Its SMILES is CC(C)C[C@@H](NC(N)=O)C(=O)NCc1ccccc1Cl. The orbital gap is 9.570 eV. For the LUMO energy, the calculation gives 0.0232 Eh.